Record 1
DFT (ωB97M-V with the def2-TZVPD basis set) results for a molecular structure, C20H31Br2Cl4F6LiN3NaO4 in a non-equilibrium geometry.

```
72
Properties=species:S:1:pos:R:3:mulliken_charge:R:1
C 4.476 1.325 -1.992 -1.34
C 3.877 -0.086 -2.067 0.86
O 4.890 -1.090 -1.932 -0.61
C 2.771 -0.367 -1.066 -0.73
O 2.395 -1.704 -1.408 0.07
N 1.617 -2.282 -0.403 -0.39
C 0.530 -2.836 -1.198 -0.05
N 0.860 -3.568 -2.240 -0.11
N -0.710 -2.581 -0.761 -0.18
C -1.687 -2.769 -1.829 1.20
F -1.908 -4.093 -2.020 -0.30
F -1.264 -2.105 -2.890 -0.06
C -3.047 -2.174 -1.401 -0.16
C -3.609 -2.508 -0.169 -0.87
C -4.838 -1.990 0.184 -0.95
C -5.530 -1.124 -0.663 -0.96
C -4.926 -0.808 -1.868 0.27
C -5.664 0.115 -2.835 0.94
F -6.614 0.856 -2.225 -0.29
F -4.835 0.963 -3.462 -0.26
F -6.293 -0.659 -3.756 -0.25
C -3.686 -1.307 -2.266 -0.33
H 5.471 1.236 -1.528 0.34
H 4.633 1.739 -3.000 0.23
H 3.866 2.044 -1.433 0.34
H 3.454 -0.235 -3.074 0.12
H 4.520 -1.872 -2.371 0.25
H 3.099 -0.314 -0.017 0.37
H 1.899 0.286 -1.226 0.35
H 2.081 -3.092 0.018 0.26
H 1.406 -4.415 -2.165 0.19
H 0.646 -3.255 -3.257 0.13
H -0.829 -1.645 -0.376 0.30
H -3.062 -3.175 0.500 0.45
H -5.305 -2.269 1.152 0.73
H -6.508 -0.718 -0.417 0.46
H -3.290 -1.018 -3.239 0.54
C 4.438 -1.955 -5.899 -0.04
Cl 4.168 -0.211 -5.786 -0.08
Cl 6.155 -2.290 -6.281 -0.21
Cl 3.973 -2.756 -4.416 0.00
H 3.829 -2.347 -6.707 0.40
F 0.092 -1.233 -4.258 -0.89
Na 7.311 -0.416 -5.030 0.85
C 3.210 6.769 2.149 -0.54
C 2.918 6.136 3.501 -0.42
C 3.123 4.658 3.193 -0.53
O 4.095 4.570 2.181 -0.45
C 4.325 5.880 1.628 -0.45
H 3.492 7.818 2.208 0.34
H 2.333 6.688 1.503 0.27
H 3.652 6.467 4.238 0.28
H 1.923 6.362 3.887 0.34
H 2.193 4.199 2.804 0.26
H 3.460 4.087 4.075 0.32
H 5.304 6.224 1.973 0.28
H 4.342 5.818 0.541 0.28
Br -5.989 0.911 5.306 -0.14
C -6.496 -0.938 4.964 -0.58
C -5.289 -1.815 4.766 -0.60
Br -4.509 -1.563 3.002 0.00
H -7.161 -0.928 4.105 0.36
H -7.053 -1.248 5.847 0.36
H -5.571 -2.866 4.805 0.39
H -4.500 -1.628 5.492 0.30
C -1.601 -1.121 5.041 -0.22
O -0.545 -0.295 4.981 -0.84
H -1.498 -2.109 4.524 0.14
H -1.936 -1.439 6.064 0.16
H -2.550 -0.735 4.598 -0.06
Li 1.675 3.366 4.270 0.87
Cl -0.197 -4.567 -4.568 -0.74
```

Calculated values
**Orbital gap**: 2.4 eV
**ΔE to the lowest compared entry with this formula, charge and spin**: 0.0000 eV

---

Record 2
DFT (ωB97M-V with the def2-TZVPD basis set) results for a single C6H12O molecule.

```
19
Properties=species:S:1:pos:R:3:mulliken_charge:R:1
C 1.424 -0.512 2.049 -0.89
O 0.133 -0.103 1.679 -0.43
C -0.056 0.198 0.325 1.09
C -0.724 1.598 0.286 -1.43
C 0.819 -0.728 -0.593 -0.99
C -0.662 -0.775 -0.650 -0.03
C -1.158 -0.111 -1.913 -1.40
H 2.143 -0.347 1.247 0.47
H 1.765 0.048 2.921 0.25
H 1.409 -1.579 2.272 0.27
H -0.471 2.267 -0.539 0.33
H -1.812 1.416 0.251 0.30
H -0.538 2.107 1.236 0.40
H 1.400 -0.426 -1.463 0.22
H 1.252 -1.599 -0.094 0.39
H -1.182 -1.651 -0.277 0.43
H -1.257 -0.850 -2.711 0.37
H -2.091 0.442 -1.786 0.35
H -0.393 0.605 -2.240 0.29
```

Calculated values
**Orbital gap**: 10.0 eV
**ΔE to the lowest compared entry with this formula, charge and spin**: 2.5278 eV

---

Record 3
DFT (ωB97M-V with the def2-TZVPD basis set) results for a molecular structure, C23H21N3O5PPdS in a non-equilibrium geometry.

```
55
Properties=species:S:1:pos:R:3:mulliken_charge:R:1
Pd -0.068 1.415 0.680 -0.18
C -0.772 5.774 0.239 -1.62
C -0.800 4.281 0.106 0.35
N 0.112 3.555 0.683 0.41
O 1.067 4.223 1.444 -0.55
C -1.831 3.641 -0.673 0.50
C -2.901 4.413 -1.391 -1.54
N -1.769 2.327 -0.703 0.59
O -2.612 1.654 -1.391 -0.83
H 0.238 6.121 0.442 0.46
H -1.409 6.078 1.072 0.27
H -1.151 6.246 -0.665 0.38
H 1.689 3.500 1.652 0.49
H -2.538 4.866 -2.320 0.27
H -3.322 5.210 -0.774 0.37
H -3.690 3.709 -1.651 0.38
O 2.452 1.734 1.559 -0.75
S 2.851 1.173 0.271 1.65
O 4.161 1.599 -0.153 -0.77
O 1.764 1.312 -0.720 -0.66
C 2.964 -0.598 0.577 0.27
C 4.230 -1.096 0.833 -0.74
C 4.423 -2.441 1.111 -0.64
C 3.334 -3.295 1.124 -0.80
C 2.066 -2.797 0.862 -0.09
C 1.858 -1.444 0.588 -0.40
P 0.154 -0.867 0.236 1.88
C -0.849 -2.098 1.111 0.15
C -1.361 -3.234 0.482 -0.02
C -2.108 -4.149 1.206 -0.67
C -2.350 -3.937 2.557 -0.45
C -1.851 -2.806 3.182 -0.77
C -1.107 -1.882 2.462 -0.49
C -0.048 -1.259 -1.523 0.46
C -1.288 -0.994 -2.105 -0.25
C -1.492 -1.282 -3.445 -0.73
C -0.468 -1.815 -4.213 -0.46
C 0.774 -2.057 -3.640 -0.67
C 0.987 -1.780 -2.299 -0.45
H 5.065 -0.410 0.799 0.51
H 5.420 -2.812 1.312 0.38
H 3.463 -4.349 1.334 0.41
H 1.223 -3.474 0.875 0.41
H -1.178 -3.396 -0.572 0.39
H -2.508 -5.026 0.711 0.40
H -2.940 -4.651 3.120 0.36
H -2.058 -2.622 4.228 0.40
H -0.755 -0.978 2.943 0.28
H -2.068 -0.508 -1.523 0.36
H -2.453 -1.062 -3.893 0.42
H -0.631 -2.026 -5.262 0.37
H 1.585 -2.453 -4.239 0.39
H 1.959 -1.965 -1.865 0.31
N -2.107 1.348 3.047 -0.75
C -1.354 1.385 2.170 0.00
```

Calculated values
**Orbital gap (alpha / beta)**: 6.3 / 6.3 eV
**ΔE to the lowest compared entry with this formula, charge and spin**: 0.7759 eV
**Charge**: -1

---

Record 4
DFT (ωB97M-V with the def2-TZVPD basis set) results for 3 unconnected molecules or ions with the total composition C4H13O4 in a non-equilibrium geometry.

```
21
Properties=species:S:1:pos:R:3:mulliken_charge:R:1
C 1.396 0.909 -0.344 -0.71
C -0.115 1.050 -0.181 -0.36
C -1.005 0.521 -1.308 -0.49
O -2.114 -0.175 -0.684 -0.65
C 1.779 -0.603 -0.553 -0.52
O 0.835 -1.371 0.072 -0.84
H 1.887 1.645 -1.025 0.34
H 1.943 1.177 0.592 0.30
H -0.400 2.098 0.063 0.35
H -0.354 0.373 0.687 0.24
H -0.441 -0.152 -1.935 0.22
H -1.599 1.232 -1.924 0.32
H -1.767 -1.008 -0.332 0.31
H 1.654 -0.884 -1.632 0.15
H 2.756 -0.860 -0.130 0.36
H -3.171 0.537 0.561 0.46
H -3.324 1.125 1.940 0.29
O -3.848 0.923 1.158 -0.69
H 2.701 -2.065 1.558 0.26
H 1.239 -2.145 1.321 0.44
O 1.949 -2.328 2.097 -0.75
```

Calculated values
**Orbital gap**: 7.5 eV
**ΔE to the lowest compared entry with this formula, charge and spin**: 1.4991 eV
**Charge**: -1

---

Record 5
DFT (ωB97M-V with the def2-TZVPD basis set) results for 11 unconnected molecules or ions with the total composition C35H69B3Cl20FN2O4PS in a non-equilibrium geometry.

```
136
Properties=species:S:1:pos:R:3:mulliken_charge:R:1
C -5.430 0.382 -0.911 -0.95
C -5.840 1.879 -1.436 0.19
C -4.590 2.924 -1.611 0.51
F -4.507 3.522 -2.991 -0.38
B -3.122 2.348 -1.147 -0.65
O -2.649 2.762 0.221 0.09
B -1.377 3.488 0.030 0.26
C -0.483 4.227 1.196 -0.69
C -1.331 4.719 2.511 -0.53
C -1.864 3.474 3.435 -0.03
C -0.708 2.779 4.382 -0.20
C -1.408 1.502 5.152 -0.69
C -0.962 0.029 4.512 -0.46
C 0.648 -0.271 4.628 -0.59
S 1.049 -2.102 4.285 0.17
C -0.515 -2.833 3.524 -0.09
N -0.936 -2.993 2.073 0.07
N -2.208 -3.588 2.233 -0.43
C -2.623 -3.804 3.685 0.01
O -1.497 -3.331 4.506 -0.18
O -0.836 3.503 -1.375 -0.04
B -0.880 2.042 -1.740 0.42
P 0.776 1.085 -1.766 -0.44
C 0.652 -0.108 -0.230 -0.56
C 0.998 0.016 -3.334 0.42
C -0.407 -0.405 -4.067 -0.21
O -2.227 1.492 -2.003 -0.03
H -4.949 0.346 0.161 0.23
H -4.800 -0.225 -1.724 0.26
H -6.453 -0.227 -0.819 0.30
H -6.356 1.776 -2.508 0.35
H -6.667 2.330 -0.732 -0.46
H -4.830 3.851 -0.898 0.08
H -0.015 5.200 0.690 0.23
H 0.428 3.522 1.436 0.29
H -2.248 5.370 2.185 0.24
H -0.601 5.380 3.172 0.32
H -2.691 3.886 4.179 -0.13
H -2.375 2.611 2.821 0.12
H -0.392 3.554 5.218 0.29
H 0.225 2.450 3.727 0.07
H -2.578 1.601 4.972 0.28
H -1.172 1.463 6.318 0.33
H -1.311 -0.090 3.399 0.20
H -1.535 -0.776 5.142 0.32
H 1.017 -0.059 5.729 0.34
H 1.306 0.329 3.834 0.37
H -3.611 -4.249 4.143 0.32
H 1.673 -0.624 0.026 0.33
H 0.405 0.614 0.687 -0.01
H -0.249 -0.854 -0.369 0.22
H 1.675 -0.913 -3.017 0.03
H 1.673 0.644 -4.080 -0.22
H -0.880 0.579 -4.497 -0.01
H -1.108 -0.876 -3.250 0.19
H -0.162 -1.181 -4.923 0.03
Cl 2.337 -2.919 -4.153 -0.12
C 2.446 -2.628 -5.907 -0.22
C 3.649 -1.773 -6.273 -0.52
Cl 3.477 -0.093 -5.706 -0.17
H 1.509 -2.168 -6.235 0.00
H 2.529 -3.608 -6.386 0.39
H 3.757 -1.729 -7.361 0.27
H 4.575 -2.179 -5.856 0.35
Cl 8.161 -0.703 -5.752 -0.17
C 8.522 -1.175 -7.431 -0.42
C 7.262 -1.342 -8.264 -0.42
Cl 6.304 -2.757 -7.759 -0.18
H 9.114 -2.096 -7.406 0.30
H 9.146 -0.382 -7.855 0.30
H 7.528 -1.499 -9.314 0.34
H 6.619 -0.458 -8.205 0.29
Cl 5.876 -3.001 6.500 -0.20
C 5.250 -3.059 4.833 -0.02
C 5.131 -1.674 4.216 -0.49
Cl 3.847 -0.705 4.981 -0.17
H 4.286 -3.576 4.850 -0.09
H 5.951 -3.665 4.252 0.32
H 4.873 -1.760 3.157 0.28
H 6.069 -1.116 4.294 0.38
Cl -5.935 4.544 4.265 -0.11
C -5.981 5.905 5.413 -0.51
C -4.655 6.647 5.477 -0.47
Cl -3.373 5.668 6.231 -0.17
H -6.272 5.513 6.393 0.31
H -6.769 6.581 5.070 0.30
H -4.764 7.549 6.087 0.36
H -4.313 6.948 4.482 0.29
Cl 0.053 0.519 -7.544 -0.05
C -0.406 2.230 -7.726 -0.64
C 0.583 3.166 -7.048 -0.60
Cl 0.525 3.032 -5.273 -0.05
H -1.418 2.355 -7.327 0.34
H -0.436 2.437 -8.800 0.38
H 0.341 4.204 -7.295 0.34
H 1.610 2.969 -7.371 0.32
Cl 7.314 1.412 6.342 -0.19
C 5.753 1.762 7.126 -0.29
C 5.768 3.089 7.869 -0.44
Cl 6.817 3.043 9.308 -0.19
H 5.514 0.929 7.794 0.32
H 5.000 1.788 6.333 0.15
H 4.760 3.329 8.220 0.31
H 6.108 3.907 7.226 0.33
Cl 3.945 -5.977 3.760 -0.15
C 3.681 -7.475 4.686 -0.46
C 3.944 -7.286 6.171 -0.48
Cl 5.671 -7.024 6.520 -0.17
H 4.319 -8.255 4.259 0.34
H 2.638 -7.765 4.527 0.28
H 3.643 -8.184 6.719 0.35
H 3.383 -6.438 6.576 0.30
Cl -8.987 3.378 -0.353 -0.18
C -9.731 2.343 0.891 -0.46
C -9.010 2.441 2.226 -0.49
Cl -7.386 1.712 2.168 -0.13
H -9.744 1.316 0.515 0.31
H -10.767 2.678 1.003 0.36
H -9.572 1.900 2.993 0.33
H -8.904 3.481 2.552 0.28
Cl -1.249 -1.225 -12.408 -0.19
C -1.993 -2.260 -11.164 -0.44
C -1.272 -2.161 -9.829 -0.24
Cl 0.352 -2.891 -9.887 -0.19
H -2.006 -3.287 -11.540 0.32
H -3.029 -1.925 -11.052 0.31
H -1.834 -2.703 -9.062 0.31
H -1.166 -1.122 -9.503 0.12
Cl 2.361 -3.900 -0.259 -0.19
C 0.954 -4.978 -0.087 -0.10
C 1.292 -6.247 0.680 -0.18
Cl 2.376 -7.320 -0.240 -0.21
H 0.573 -5.202 -1.089 0.35
H 0.186 -4.413 0.450 -0.06
H 0.379 -6.815 0.879 0.35
H 1.769 -6.023 1.639 0.06
```

Calculated values
**Orbital gap**: 7.1 eV

---

Record 6
DFT (ωB97M-V with the def2-TZVPD basis set) results for a single C3H6FNS molecule in a non-equilibrium geometry.

```
12
Properties=species:S:1:pos:R:3:mulliken_charge:R:1
C 0.749 -1.404 0.331 -1.17
C 0.469 -0.154 -0.523 0.44
F 1.499 0.753 -0.383 -0.34
C -0.879 0.499 -0.112 0.03
N -0.803 1.769 0.239 -0.33
S -2.294 -0.393 -0.252 -0.32
H -0.090 -2.099 0.260 0.37
H 0.860 -1.175 1.420 0.30
H 1.650 -1.905 -0.056 0.31
H 0.400 -0.396 -1.583 0.24
H 0.113 2.199 0.251 0.24
H -1.675 2.306 0.407 0.23
```

Calculated values
**Orbital gap**: 9.2 eV
**ΔE to the lowest compared entry with this formula, charge and spin**: 0.0000 eV

---

Record 7
DFT (ωB97M-V with the def2-TZVPD basis set) results for a single CH7O2PS2Si molecule in a non-equilibrium geometry.

```
14
Properties=species:S:1:pos:R:3:mulliken_charge:R:1
C -1.576 0.852 1.839 -0.96
Si -1.590 0.412 0.011 0.61
S 0.323 1.011 -0.943 -0.31
P 1.417 -0.754 -0.942 0.74
O 2.507 -0.447 0.147 -0.45
O 2.283 -0.542 -2.319 -0.51
S 0.530 -2.512 -0.811 -0.36
H -1.124 1.897 2.025 0.26
H -2.447 0.654 2.394 0.36
H -0.764 0.313 2.478 0.28
H -1.687 -0.923 -0.298 -0.18
H -2.733 1.100 -0.637 -0.14
H 3.226 -1.024 0.048 0.31
H 1.635 -0.037 -2.992 0.34
```

Calculated values
**Orbital gap**: 9.5 eV
**ΔE to the lowest compared entry with this formula, charge and spin**: 0.2049 eV

---

Record 8
DFT (ωB97M-V with the def2-TZVPD basis set) results for a molecular structure, C4H5O5Sm in a non-equilibrium geometry.

```
15
Properties=species:S:1:pos:R:3:mulliken_charge:R:1
O 0.392 -1.396 0.870 -0.57
O 0.295 0.732 0.337 -0.67
C -0.215 -0.324 0.657 0.71
O -1.598 -0.474 0.768 -0.17
C -2.398 0.488 0.488 0.37
C -3.812 0.295 0.636 -0.98
H -1.959 1.467 0.256 0.38
H -4.270 0.651 -0.307 0.36
H -4.160 1.036 1.381 0.35
H -4.099 -0.730 0.882 0.30
O 5.916 -1.248 -1.675 0.02
C 4.791 -0.877 -1.385 0.43
O 4.413 0.333 -1.230 -0.61
Sm 2.704 1.710 -0.442 1.78
H 4.000 -1.662 -1.235 0.30
```

Calculated values
**Orbital gap (alpha / beta)**: 8.3 / 5.1 eV
**⟨S²⟩**: 15.7623
**2S+1**: 8
**Charge**: +2